# 1
{
  "formula": "C31H45F4Sn",
  "method": "ωB97M-V/def2-TZVPD",
  "total_charge": -1,
  "symbols": ["C", "C", "C", "C", "Sn", "C", "C", "C", "C", "C", "C", "C", "C", "C", "C", "C", "C", "H", "H", "H", "H", "H", "H", "H", "H", "H", "H", "H", "H", "H", "H", "H", "H", "H", "H", "H", "H", "H", "H", "H", "H", "H", "H", "H", "H", "H", "H", "H", "H", "H", "H", "H", "H", "F", "C", "C", "C", "F", "C", "C", "C", "C", "C", "C", "C", "C", "F", "C", "C", "F", "C", "C", "H", "H", "H", "H", "H", "H", "H", "H", "H"],
  "positions_angstrom": [[-3.943, 0.205, 0.343], [-2.680, -0.635, 0.119], [-2.966, -1.833, -0.786], [-2.144, -1.078, 1.494], [-0.146, -1.950, 1.695], [0.839, -0.345, 2.806], [0.413, 1.059, 2.303], [1.550, 1.722, 1.536], [-0.088, 1.968, 3.429], [0.351, -3.831, 2.672], [-0.596, -4.546, 3.653], [-0.718, -3.847, 5.009], [-0.150, -6.001, 3.856], [0.831, -1.934, -0.254], [1.217, -3.318, -0.831], [2.693, -3.657, -0.574], [0.837, -3.412, -2.316], [0.617, -4.085, -0.301], [-4.667, -0.327, 0.976], [-3.697, 1.158, 0.827], [-4.427, 0.445, -0.609], [-1.923, 0.033, -0.429], [-3.472, -2.651, -0.246], [-3.614, -1.533, -1.620], [-2.047, -2.230, -1.237], [-2.103, -0.229, 2.195], [-2.807, -1.846, 1.933], [0.547, -0.525, 3.848], [1.917, -0.522, 2.686], [-0.430, 0.927, 1.600], [2.457, 1.778, 2.153], [1.794, 1.174, 0.616], [1.274, 2.742, 1.241], [0.714, 2.148, 4.159], [-0.412, 2.936, 3.022], [-0.943, 1.525, 3.956], [0.593, -4.499, 1.834], [1.291, -3.553, 3.171], [-1.594, -4.564, 3.187], [0.267, -3.617, 5.436], [-1.295, -2.917, 4.940], [-1.250, -4.497, 5.717], [0.851, -6.041, 4.301], [-0.842, -6.531, 4.519], [-0.122, -6.541, 2.904], [0.142, -1.390, -0.908], [1.713, -1.307, -0.060], [3.337, -2.779, -0.709], [2.841, -4.035, 0.447], [3.030, -4.445, -1.260], [1.222, -2.550, -2.875], [1.238, -4.331, -2.758], [-0.255, -3.437, -2.429], [4.755, 4.554, -3.666], [4.036, 4.602, -2.489], [4.628, 5.205, -1.374], [3.831, 5.296, -0.230], [4.363, 5.903, 0.889], [2.538, 4.795, -0.162], [1.993, 4.088, -1.271], [0.750, 3.374, -1.138], [0.352, 2.286, -1.899], [-0.983, 1.816, -1.958], [-1.656, 1.983, -3.210], [-2.927, 2.625, -3.251], [-3.232, 3.366, -4.382], [-4.277, 4.262, -4.317], [-2.470, 3.337, -5.547], [-1.375, 2.472, -5.565], [-0.647, 2.369, -6.729], [-0.953, 1.784, -4.438], [2.757, 4.050, -2.470], [5.624, 5.627, -1.417], [1.947, 4.902, 0.746], [0.054, 3.726, -0.371], [1.106, 1.826, -2.544], [-1.584, 1.768, -1.052], [-3.520, 2.722, -2.335], [-2.676, 3.997, -6.386], [-0.008, 1.232, -4.457], [2.325, 3.583, -3.357]],
  "lowdin_charge": [-0.096, -0.511, -0.084, -0.284, 1.303, -0.273, -0.514, -0.086, -0.090, -0.278, -0.520, -0.094, -0.101, -0.254, -0.517, -0.086, -0.089, 0.094, 0.077, 0.076, 0.069, 0.101, 0.079, 0.079, 0.053, 0.042, 0.045, 0.038, 0.047, 0.093, 0.087, 0.079, 0.040, 0.080, 0.076, 0.069, 0.030, 0.057, 0.121, 0.082, 0.072, 0.072, 0.081, 0.070, 0.072, 0.039, 0.042, 0.078, 0.069, 0.069, 0.086, 0.067, 0.068, 0.015, -0.255, 0.023, -0.263, 0.013, 0.007, -0.225, -0.119, -0.130, -0.157, -0.248, 0.002, -0.285, 0.008, -0.007, -0.279, 0.011, -0.009, 0.026, 0.113, 0.113, 0.107, 0.101, 0.060, 0.112, 0.109, 0.113, 0.120]
}

***

# 2
{
  "formula": "C31H45N7O2S",
  "method": "ωB97M-V/def2-TZVPD",
  "smiles": "CCOc1ccc(NCc2cccn2-c2nnc(N3CCC(C(=O)NCCCN4C[C@H](C)C[C@@H](C)C4)CC3)s2)cc1",
  "total_charge": 0,
  "symbols": ["C", "C", "O", "C", "C", "C", "C", "C", "C", "H", "H", "N", "H", "C", "C", "C", "C", "C", "N", "C", "N", "N", "C", "N", "C", "H", "C", "H", "H", "C", "C", "O", "N", "H", "C", "C", "H", "C", "N", "C", "C", "C", "H", "H", "H", "C", "C", "C", "H", "H", "H", "C", "H", "H", "H", "H", "H", "H", "H", "H", "H", "H", "H", "H", "H", "C", "H", "C", "H", "H", "H", "H", "H", "S", "H", "H", "H", "H", "H", "H", "H", "H", "H", "H", "H", "H"],
  "positions_angstrom": [[0.527, 0.913, -4.381], [0.256, -0.315, -5.247], [0.146, -1.512, -4.507], [1.276, -2.227, -4.206], [2.584, -1.798, -4.386], [3.639, -2.628, -4.045], [3.429, -3.902, -3.526], [2.110, -4.331, -3.364], [1.059, -3.506, -3.691], [0.041, -3.837, -3.560], [1.907, -5.318, -2.979], [4.504, -4.746, -3.264], [5.394, -4.315, -3.488], [4.584, -5.514, -2.026], [5.427, -4.809, -1.013], [6.737, -5.008, -0.671], [7.120, -3.975, 0.214], [6.039, -3.162, 0.372], [5.002, -3.668, -0.367], [3.752, -3.113, -0.454], [2.652, -3.761, -0.497], [1.569, -3.012, -0.637], [1.813, -1.742, -0.722], [0.902, -0.805, -0.984], [1.107, 0.591, -0.689], [2.177, 0.807, -0.653], [0.438, 0.946, 0.640], [0.575, 2.009, 0.846], [0.907, 0.376, 1.446], [-1.059, 0.603, 0.595], [-1.802, 1.544, -0.354], [-1.595, 1.592, -1.555], [-2.714, 2.323, 0.247], [-2.864, 2.347, 1.253], [-3.536, 3.261, -0.485], [-3.895, 4.453, 0.397], [-2.983, 4.978, 0.684], [-4.661, 4.018, 1.651], [-3.781, 3.380, 2.628], [-3.146, 4.370, 3.485], [-2.084, 3.748, 4.394], [-0.862, 3.304, 3.594], [-0.137, 2.821, 4.245], [-0.385, 4.165, 3.131], [-1.142, 2.611, 2.808], [-2.707, 2.603, 5.198], [-3.449, 1.618, 4.296], [-4.148, 0.540, 5.117], [-3.425, -0.004, 5.721], [-4.655, -0.170, 4.468], [-4.885, 0.984, 5.783], [-4.460, 2.382, 3.439], [-4.973, 1.683, 2.772], [-5.217, 2.844, 4.097], [-2.729, 1.133, 3.629], [-1.932, 2.081, 5.762], [-3.418, 3.020, 5.916], [-1.760, 4.522, 5.099], [-2.680, 5.128, 2.853], [-3.905, 4.875, 4.112], [-5.173, 4.887, 2.094], [-5.430, 3.300, 1.355], [-4.515, 5.140, -0.178], [-2.982, 3.577, -1.374], [-4.454, 2.762, -0.822], [-1.244, -0.864, 0.176], [-2.304, -1.082, 0.040], [-0.491, -1.175, -1.116], [-0.540, -2.237, -1.350], [-0.911, -0.596, -1.941], [-0.861, -1.508, 0.973], [-1.479, 0.726, 1.599], [0.647, 1.177, -1.488], [3.541, -1.350, -0.579], [5.909, -2.270, 0.954], [8.081, -3.851, 0.671], [7.359, -5.812, -1.015], [5.043, -6.483, -2.248], [3.577, -5.672, -1.642], [4.653, -2.272, -4.185], [2.806, -0.819, -4.782], [-0.716, -0.204, -5.738], [1.024, -0.417, -6.025], [0.607, 1.792, -5.016], [1.454, 0.794, -3.825], [-0.287, 1.063, -3.677]],
  "nbo_charge": [-0.646, -0.059, -0.507, 0.254, -0.254, -0.259, 0.137, -0.229, -0.221, 0.221, 0.217, -0.601, 0.371, -0.259, 0.144, -0.285, -0.288, -0.059, -0.386, 0.225, -0.255, -0.368, 0.299, -0.434, -0.214, 0.206, -0.407, 0.215, 0.210, -0.294, 0.687, -0.672, -0.644, 0.435, -0.218, -0.410, 0.205, -0.217, -0.479, -0.218, -0.208, -0.615, 0.211, 0.210, 0.204, -0.399, -0.225, -0.599, 0.214, 0.209, 0.203, -0.215, 0.203, 0.168, 0.196, 0.211, 0.202, 0.208, 0.203, 0.170, 0.182, 0.199, 0.218, 0.227, 0.183, -0.394, 0.214, -0.236, 0.244, 0.234, 0.212, 0.207, 0.238, 0.254, 0.216, 0.223, 0.221, 0.208, 0.241, 0.203, 0.207, 0.188, 0.168, 0.211, 0.204, 0.234]
}

***

For reference, DFT total energy by record: -1821.920909, -2140.238396 hartree.
For reference, max |F| by record: 0.032, 0.034 hartree/bohr.